{
  "formula": "C24H38BCl2N6O7SV",
  "method": "wB97M-V/def2-TZVPD",
  "species": ["V", "C", "C", "C", "C", "C", "C", "N", "N", "B", "N", "C", "C", "C", "N", "C", "C", "C", "N", "C", "C", "C", "N", "C", "C", "C", "H", "H", "H", "H", "H", "H", "H", "H", "H", "H", "H", "H", "H", "H", "H", "H", "H", "H", "H", "H", "H", "H", "H", "H", "H", "H", "H", "H", "O", "Cl", "O", "O", "O", "Cl", "C", "C", "O", "O", "H", "H", "O", "S", "C", "C", "C", "C", "H", "H", "H", "H", "H", "H", "H", "H"],
  "coordinates": [[-0.4092, 0.1383, -0.3829], [4.6303, -1.8833, 0.0758], [3.8265, -0.6689, -0.3887], [3.1533, -0.8856, -1.7339], [2.9377, -0.1248, 0.7038], [3.3883, 0.1987, 1.9959], [2.3916, 0.9852, 2.5259], [1.4142, 1.0917, 1.6186], [1.7213, 0.3823, 0.5077], [0.4064, 2.2549, 1.5073], [0.5934, 2.8443, 0.0733], [0.8994, 4.1055, -0.2516], [0.9105, 4.2231, -1.6241], [0.5826, 2.9375, -2.0914], [0.3858, 2.1192, -1.0629], [0.5025, 2.4882, -3.5272], [1.8715, 2.6275, -4.1963], [-0.0359, 1.0780, -3.6927], [-1.0864, 1.9093, 1.6522], [-1.9175, 2.1096, 2.6822], [-3.2098, 2.0830, 2.2090], [-3.0821, 1.8778, 0.8264], [-1.7983, 1.7534, 0.5071], [-4.1939, 1.9601, -0.1886], [-5.2872, 0.9301, 0.0974], [-3.7193, 1.9329, -1.6502], [5.3200, -2.2053, -0.7074], [3.9883, -2.7249, 0.3283], [5.2169, -1.6524, 0.9657], [4.5582, 0.1366, -0.5400], [2.4394, -1.7039, -1.7120], [3.9103, -1.1042, -2.4907], [2.6114, 0.0101, -2.0425], [4.3317, -0.0576, 2.4470], [2.3195, 1.5046, 3.4678], [0.7013, 3.0787, 2.3312], [1.0935, 4.8273, 0.5258], [1.1301, 5.0986, -2.2109], [-0.1868, 3.1780, -4.0293], [2.5752, 1.9089, -3.7688], [2.2896, 3.6261, -4.0594], [1.7942, 2.4290, -5.2673], [0.5437, 0.3555, -3.1129], [0.0290, 0.7687, -4.7379], [-1.0728, 0.9839, -3.3827], [-1.5403, 2.2581, 3.6809], [-4.1133, 2.2200, 2.7791], [-4.6344, 2.9498, -0.0195], [-4.8892, -0.0815, 0.0299], [-6.1048, 1.0271, -0.6208], [-5.6973, 1.0559, 1.1009], [-4.0536, 1.0357, -2.1667], [-2.6344, 1.9815, -1.7272], [-4.1201, 2.7868, -2.1999], [-0.2297, -3.9868, -1.9515], [-2.9839, -1.3364, -1.5855], [-3.3414, -2.7369, -1.3990], [-1.9814, -1.1884, -2.6449], [-2.2725, -0.8880, -0.3084], [-1.6326, -0.1618, 5.5397], [-0.2441, -0.4275, 4.4281], [-0.5779, -1.4283, 3.2816], [-0.8447, -2.5917, 3.6241], [-0.4733, -0.9443, 2.1263], [0.5605, -0.8213, 5.0461], [0.0201, 0.5471, 4.0332], [0.3928, -1.9299, -0.7252], [0.0596, -3.3480, -0.6953], [1.4505, -4.1598, 0.0854], [1.0474, -4.2310, 1.5494], [-0.4163, -4.6843, 1.5263], [-1.1331, -3.7224, 0.5798], [2.3472, -3.6041, -0.1631], [1.4957, -5.1545, -0.3629], [1.0985, -3.2441, 2.0161], [1.6957, -4.9133, 2.1007], [-0.8632, -4.5937, 2.5128], [-0.4869, -5.7157, 1.1681], [-1.3553, -2.7850, 1.0893], [-2.0125, -4.1089, 0.0765]],
  "e_above_lowest_kcal_mol": 42.6,
  "s_squared": 3.7548,
  "e_homo_ev": [-5.11, -5.84],
  "total_charge": -1,
  "orbital_gap_ha": [0.2808, 0.3074],
  "spin_multiplicity": 4
}


{
  "formula": "C4H9ClNO2S",
  "method": "wB97M-V/def2-TZVPD",
  "species": ["N", "C", "C", "C", "C", "S", "O", "O", "Cl", "H", "H", "H", "H", "H", "H", "H", "H", "H"],
  "coordinates": [[1.1383, 1.2306, -1.9887], [-0.2388, 1.2872, -1.6193], [-0.7405, -0.1455, -1.4028], [0.0108, -0.8730, -0.2894], [-0.1900, -0.1482, 1.0373], [0.4961, -1.0903, 2.3666], [-0.4116, -2.1240, 2.7622], [1.8782, -1.3826, 2.1680], [0.4358, 0.3078, 3.8945], [1.5397, 2.1603, -1.8736], [-0.9500, 1.7325, -2.3640], [-0.4423, 1.8678, -0.6828], [-0.5160, -0.6841, -2.3302], [-1.8277, -0.1765, -1.2423], [1.0696, -0.8408, -0.5498], [-0.3129, -1.9161, -0.2184], [-1.2406, -0.0292, 1.3101], [0.3019, 0.8240, 1.0223]],
  "e_above_lowest_kcal_mol": 16.4,
  "e_homo_ev": -1.69,
  "total_charge": -1,
  "orbital_gap_ha": 0.1695
}


{
  "formula": "C6H11FN",
  "method": "wB97M-V/def2-TZVPD",
  "species": ["C", "C", "C", "C", "C", "C", "N", "F", "H", "H", "H", "H", "H", "H", "H", "H", "H", "H", "H"],
  "coordinates": [[2.2392, -0.7856, 1.7914], [0.9855, -0.4243, 1.9444], [-1.9130, 0.3889, -0.4084], [0.4561, -0.4884, -1.2369], [-0.2526, -0.1793, 1.8417], [-0.4415, 0.4892, -0.5411], [0.1453, 1.5875, -0.2520], [-0.8562, 1.0203, 2.1078], [2.7962, -1.0852, 2.7388], [-2.1882, -0.4075, 0.2076], [-2.3955, 1.2413, -0.1826], [-2.4594, 0.1298, -1.4210], [0.2489, -0.5808, -2.3895], [1.4524, -0.2470, -1.3848], [0.3794, -1.4774, -0.6453], [-1.1428, -0.9410, 1.8539], [2.6890, -0.8018, 0.9080], [-0.2502, 2.3600, 0.2504], [1.1696, 1.5985, -0.3559]],
  "e_above_lowest_kcal_mol": 46.7,
  "e_homo_ev": -14.18,
  "total_charge": 1,
  "orbital_gap_ha": 0.3566
}


{
  "formula": "C36H41BN10O4PTa",
  "method": "wB97M-V/def2-TZVPD",
  "species": ["Ta", "C", "C", "N", "N", "C", "B", "N", "C", "C", "C", "N", "N", "C", "C", "C", "N", "H", "H", "H", "H", "H", "H", "H", "H", "H", "H", "O", "N", "N", "O", "C", "C", "C", "C", "C", "C", "H", "H", "H", "H", "H", "C", "C", "P", "C", "C", "C", "C", "H", "H", "H", "H", "H", "H", "H", "H", "H", "H", "H", "H", "H", "H", "H", "O", "C", "N", "C", "C", "O", "N", "C", "C", "C", "C", "C", "C", "C", "C", "C", "C", "C", "C", "H", "H", "H", "H", "H", "H", "H", "H", "H", "H", "H"],
  "coordinates": [[1.1323, 0.0160, 0.6302], [2.8263, -2.8310, -2.3346], [2.6254, -1.5358, -1.8854], [2.1364, -1.5478, -0.6367], [2.0361, -2.8479, -0.2699], [2.4435, -3.6317, -1.2735], [1.7348, -3.1894, 1.1973], [2.7041, -2.2895, 1.9992], [3.8061, -2.6293, 2.6752], [4.5518, -1.4889, 2.9236], [3.8237, -0.4596, 2.3473], [2.7047, -0.9496, 1.7926], [0.2696, -2.8046, 1.4984], [-0.7571, -3.6226, 1.7513], [-1.9349, -2.8986, 1.7073], [-1.5402, -1.6093, 1.3966], [-0.2068, -1.5442, 1.2917], [3.2117, -3.1443, -3.2868], [2.8259, -0.6047, -2.3844], [2.4525, -4.7010, -1.1544], [1.9094, -4.3365, 1.4370], [3.9838, -3.6613, 2.9243], [5.4921, -1.4171, 3.4383], [4.0418, 0.5933, 2.2939], [-0.5749, -4.6675, 1.9337], [-2.9350, -3.2626, 1.8528], [-2.1404, -0.7329, 1.2207], [2.0333, 1.8084, 1.1115], [1.4111, 2.9180, 0.8167], [0.1881, 2.7314, 0.6285], [-0.3067, 1.5145, 0.7003], [-0.7014, 3.7941, 0.2374], [-1.7992, 3.4529, -0.5358], [-2.6395, 4.4776, -0.9456], [-2.3742, 5.7886, -0.5768], [-1.2654, 6.0960, 0.2031], [-0.4063, 5.0928, 0.6242], [-1.9886, 2.4272, -0.8158], [-3.5021, 4.2460, -1.5547], [-3.0370, 6.5811, -0.8961], [-1.0698, 7.1196, 0.4897], [0.4593, 5.3126, 1.2299], [2.7596, 2.0131, 4.2813], [1.2514, 1.9326, 4.0844], [0.5276, 0.4347, 3.3090], [-1.2849, 0.6874, 3.5794], [-1.7169, 1.6167, 4.7162], [0.9696, -0.9710, 4.3956], [0.5044, -0.8645, 5.8453], [2.9932, 2.8524, 4.9343], [3.2822, 2.1809, 3.3426], [3.1560, 1.1155, 4.7558], [0.8860, 2.7934, 3.5158], [0.7635, 2.0087, 5.0588], [-1.7060, -0.3072, 3.7376], [-1.7071, 1.0662, 2.6468], [-1.3148, 1.3178, 5.6815], [-2.8028, 1.6026, 4.7952], [-1.4212, 2.6479, 4.5300], [2.0544, -1.0917, 4.3606], [0.5449, -1.8612, 3.9252], [0.9048, 0.0221, 6.3367], [0.8463, -1.7298, 6.4111], [-0.5814, -0.8363, 5.9213], [1.5054, 1.0338, -1.1969], [0.5336, 0.4895, -1.8407], [0.1758, 0.5436, -3.0983], [-0.9106, -0.4371, -3.3291], [-1.0582, -1.0356, -1.8879], [-1.7940, -1.9128, -1.5367], [-0.1888, -0.3217, -1.0741], [-2.2134, 0.2496, -3.7167], [-3.3781, -0.5095, -3.7828], [-4.5712, 0.0823, -4.1593], [-4.6139, 1.4318, -4.4822], [-3.4558, 2.1882, -4.4232], [-2.2575, 1.6006, -4.0390], [-0.4469, -1.4740, -4.3493], [0.3007, -1.0557, -5.4474], [0.7146, -1.9640, -6.4077], [0.3758, -3.3032, -6.2881], [-0.3853, -3.7218, -5.2094], [-0.7988, -2.8155, -4.2425], [0.6834, 1.0468, -3.8075], [-3.3550, -1.5634, -3.5428], [-5.4704, -0.5155, -4.2099], [-5.5458, 1.8859, -4.7884], [-3.4773, 3.2371, -4.6872], [-1.3692, 2.2162, -3.9980], [0.5500, -0.0116, -5.5954], [1.2890, -1.6207, -7.2573], [0.6926, -4.0132, -7.0393], [-0.6687, -4.7613, -5.1172], [-1.3954, -3.1613, -3.4126]],
  "e_above_lowest_kcal_mol": 2.2,
  "e_homo_ev": -13.43,
  "total_charge": 2,
  "orbital_gap_ha": 0.2397
}


Number 2 is which compound?
C4H9ClNO2S